Record 1
Below is a cluster of 2 separate species, C2H5FIN in total at a distorted geometry, with properties calculated with ωB97M-V/def2-TZVPD.

Output
E_HOMO (alpha / beta), eV: -9.980 / -9.962
Frontier orbital gap (alpha / beta), Eh: 0.270 / 0.270

Geometry (Å):
1 C -1.0494 0.8326 0.3547
2 C -0.1533 -0.2734 -0.3555
3 N 1.0277 -0.3843 0.4072
4 F 1.7970 -2.4035 0.0356
5 I 2.6011 0.6833 -0.0579
6 H -0.9333 0.5635 1.3608
7 H -0.3965 1.6575 0.0128
8 H -2.0075 0.7186 -0.0004
9 H -0.7191 -1.3472 -0.3673
10 H -0.1668 -0.0473 -1.3901

Record 2
Below is a structure of composition C42H33BBrN10O9Ru, with properties calculated with ωB97M-V/def2-TZVPD.

Output
E_HOMO (alpha / beta), eV: -8.100 / -8.106
Frontier orbital gap (alpha / beta), Eh: 0.277 / 0.244
Spin multiplicity: 2

Geometry (Å):
1 Ru -0.2388 0.1156 -0.0190
2 C 3.5172 3.8572 0.7743
3 C 3.0125 2.4892 0.3855
4 C 3.8588 1.3036 0.8105
5 C 2.8011 0.2378 0.9710
6 N 1.6315 0.7729 0.9245
7 N 1.7217 2.1550 0.9033
8 B 0.4492 2.9826 0.7745
9 N -0.6224 2.3840 1.7196
10 N -1.2031 1.1989 1.4257
11 C -2.1394 0.9609 2.3538
12 C -2.1450 2.0193 3.2633
13 C -1.1774 2.9032 2.8229
14 C -0.7621 4.2148 3.3967
15 C -3.0201 -0.2241 2.4148
16 C -2.9031 -1.1033 3.4896
17 C -3.7406 -2.2041 3.5869
18 C -4.7133 -2.4240 2.6209
19 C -4.8546 -1.5333 1.5664
20 C -4.0172 -0.4320 1.4665
21 N -0.1218 2.9709 -0.6555
22 N -0.4277 1.8047 -1.2804
23 C -0.4936 2.0702 -2.6032
24 C -0.3726 3.4570 -2.7725
25 C -0.1125 3.9844 -1.5321
26 C 0.1713 5.4046 -1.1764
27 C -0.5667 1.1390 -3.7570
28 C -0.4539 1.6918 -5.0388
29 C -0.4468 0.8977 -6.1717
30 C -0.5401 -0.4825 -6.0610
31 C -0.6450 -1.0468 -4.8017
32 C -0.6572 -0.2448 -3.6686
33 C 3.1826 -1.1760 1.0430
34 C 2.4545 -2.2038 0.4563
35 C 2.8751 -3.5211 0.5587
36 C 4.0334 -3.8325 1.2541
37 C 4.7798 -2.8123 1.8304
38 C 4.3663 -1.4970 1.7157
39 H 4.5655 3.9422 0.4893
40 H 2.9585 4.6321 0.2543
41 H 3.4128 4.0089 1.8484
42 H 4.4693 1.4840 1.6950
43 H 0.6699 4.1162 1.0861
44 H -2.7998 2.1311 4.1103
45 H -1.3431 4.4174 4.2941
46 H 0.2958 4.2122 3.6597
47 H -0.9246 5.0259 2.6873
48 H -2.1418 -0.9251 4.2405
49 H -3.6354 -2.8888 4.4192
50 H -5.3657 -3.2847 2.6940
51 H -5.6103 -1.6984 0.8103
52 H -4.1231 0.2597 0.6425
53 H -0.4215 4.0187 -3.6870
54 H 0.0087 6.0275 -2.0539
55 H -0.4745 5.7612 -0.3747
56 H 1.2065 5.5334 -0.8606
57 H -0.3576 2.7597 -5.1695
58 H -0.3571 1.3626 -7.1450
59 H -0.5254 -1.1069 -6.9448
60 H -0.7164 -2.1204 -4.6820
61 H -0.7515 -0.7207 -2.7174
62 H 1.5704 -1.9783 -0.1179
63 H 2.2959 -4.3010 0.0794
64 H 4.3644 -4.8599 1.3318
65 H 5.6950 -3.0401 2.3607
66 H 4.9709 -0.7170 2.1595
67 Br 0.5885 -0.8262 3.6382
68 C -0.1227 -2.0584 2.4064
69 C -0.3133 -3.3570 2.8564
70 C -1.0179 -4.2388 2.0613
71 C -1.5914 -3.7743 0.8888
72 C -1.3532 -2.4712 0.5212
73 N -0.5518 -1.6417 1.2194
74 C -2.1329 -1.8391 -0.6097
75 O -2.8971 -2.4937 -1.2709
76 O -1.9498 -0.5439 -0.7234
77 H 0.0710 -3.6431 3.8237
78 H -1.1726 -5.2584 2.3886
79 H -2.2379 -4.3715 0.2626
80 O 6.4812 -1.2073 -4.6927
81 N 5.4606 -1.8665 -4.6206
82 O 5.2837 -2.9249 -5.1946
83 C 4.4023 -1.3805 -3.7433
84 C 3.2429 -2.1013 -3.6281
85 C 2.2384 -1.6288 -2.7978
86 C 2.3454 -0.4005 -2.0724
87 O 1.4166 0.1420 -1.4186
88 C 3.6206 0.2787 -2.1912
89 C 4.5918 -0.1945 -3.0313
90 N 4.0778 1.4625 -1.4737
91 O 4.7458 1.0760 -0.2621
92 O 3.0585 2.3659 -1.0686
93 N 1.0472 -2.4460 -2.7031
94 O 0.8775 -3.3282 -3.5196
95 O 0.2588 -2.2410 -1.7793
96 H 3.1062 -3.0186 -4.1790
97 H 5.5189 0.3515 -3.1288

Record 3
Below is a structure of composition C41H28BrILuN3O2, with properties calculated with ωB97M-V/def2-TZVPD.

Output
E_HOMO, eV: -6.670
Frontier orbital gap, Eh: 0.252

Geometry (Å):
1 Lu 0.0394 0.0234 1.1397
2 I 2.1691 2.1658 1.7810
3 C 3.6353 0.7026 1.9777
4 C 4.9364 1.1171 1.9604
5 C 5.9705 0.1743 2.1474
6 C 5.6587 -1.1340 2.3632
7 C 4.3107 -1.5716 2.3771
8 C 4.0097 -2.9404 2.6039
9 C 2.7182 -3.3673 2.5938
10 C 1.6756 -2.4439 2.3289
11 C 1.8820 -1.0999 2.1083
12 C 3.2460 -0.6574 2.1582
13 H 5.1824 2.1599 1.8136
14 H 7.0015 0.5017 2.1325
15 H 6.4401 -1.8666 2.5283
16 H 4.8274 -3.6272 2.7880
17 H 2.4872 -4.4105 2.7739
18 H 0.6625 -2.8475 2.3045
19 C 3.5414 -0.7516 -2.7855
20 C 3.3318 -0.5858 -1.4220
21 N 2.1686 -0.1458 -0.9480
22 C 1.2097 0.1286 -1.8167
23 C 1.2799 -0.0123 -3.2027
24 C 2.5158 -0.4615 -3.6733
25 C 0.1752 0.3263 -4.1116
26 C -1.1582 0.4274 -3.8846
27 C -1.9260 0.1527 -2.6960
28 C -3.2732 0.3271 -2.5821
29 C -3.9560 0.0723 -1.3703
30 C -3.1978 -0.2729 -0.2619
31 N -1.8859 -0.4592 -0.2625
32 C -1.1933 -0.4053 -1.5295
33 H 4.4954 -1.1098 -3.1466
34 H 4.1000 -0.8132 -0.6914
35 H 2.6636 -0.5949 -4.7384
36 H 0.5029 0.5110 -5.1289
37 H -1.7502 0.7319 -4.7437
38 H -3.8249 0.6982 -3.4409
39 H -5.0228 0.2022 -1.2814
40 H -3.6780 -0.3677 0.7097
41 Br -2.8184 -0.9059 5.4292
42 C -3.6541 0.5047 4.4915
43 C -4.8773 0.9374 4.9852
44 C -5.5432 1.9873 4.3745
45 C -4.9870 2.6242 3.2751
46 C -3.7627 2.2002 2.7938
47 C -3.0871 1.1289 3.3815
48 C -1.8225 0.7074 2.7199
49 O -1.4105 -0.4828 2.7577
50 O -1.1849 1.5738 2.0277
51 H -5.2983 0.4477 5.8516
52 H -6.4983 2.3069 4.7704
53 H -5.5032 3.4451 2.7968
54 H -3.3024 2.6809 1.9417
55 C -0.0224 -4.5446 -2.1568
56 C -0.9124 -3.9186 -3.0113
57 C -1.2447 -2.5812 -2.8330
58 C -0.6810 -1.8373 -1.8048
59 C 0.1951 -2.4905 -0.9431
60 C 0.5328 -3.8222 -1.1079
61 N 0.0013 0.5449 -1.2030
62 C -0.2333 1.9784 -1.3262
63 C 0.7971 2.8149 -1.7522
64 C 0.6072 4.1868 -1.8000
65 C -0.6067 4.7444 -1.4290
66 C -1.6286 3.9109 -1.0079
67 C -1.4522 2.5358 -0.9484
68 H 0.2312 -5.5871 -2.2983
69 H -1.3634 -4.4725 -3.8248
70 H -1.9562 -2.1120 -3.4976
71 H 0.7099 -1.9847 -0.1325
72 H 1.2310 -4.2814 -0.4202
73 H 1.7560 2.4096 -2.0421
74 H 1.4216 4.8173 -2.1320
75 H -0.7502 5.8160 -1.4656
76 H -2.5865 4.3258 -0.7199
77 H -2.2665 1.9154 -0.6121

Record 4
Below is a structure of composition C21H46Br18S2Si at a distorted geometry, with properties calculated with ωB97M-V/def2-TZVPD.

Output
E_HOMO, eV: -8.608
Frontier orbital gap, Eh: 0.317

Geometry (Å):
1 S 1.7439 -8.5889 -1.2178
2 C 0.8132 -7.4140 -0.1381
3 C 1.1907 -5.9310 -0.3940
4 C 0.0688 -5.0663 -0.9916
5 Si -1.5431 -4.9373 0.1637
6 S -3.1647 -6.0606 -0.7582
7 H 0.7965 -9.0434 -2.0671
8 H 1.1252 -7.6631 0.8818
9 H -0.2437 -7.6389 -0.3051
10 H 1.6259 -5.4703 0.5078
11 H 2.0108 -5.9319 -1.1284
12 H -0.2201 -5.3573 -2.0183
13 H 0.5210 -4.0102 -1.1093
14 H -1.3061 -5.5731 1.4744
15 H -2.0989 -3.5896 0.3084
16 H -2.7360 -7.3449 -0.6223
17 Br -0.0533 -2.7882 0.1372
18 C 1.5229 -1.8407 0.8340
19 C 1.1721 -0.9588 2.0037
20 Br 0.2843 0.6710 1.4162
21 H 1.9563 -1.2937 0.0011
22 H 2.2101 -2.6279 1.1426
23 H 2.0738 -0.6235 2.5161
24 H 0.5114 -1.4400 2.7187
25 Br 5.2806 -0.2837 1.1845
26 C 5.2764 1.4898 1.9868
27 C 5.7106 1.4420 3.4279
28 Br 4.2904 0.7697 4.5786
29 H 4.2774 1.8955 1.8541
30 H 5.9817 2.0700 1.3945
31 H 5.9229 2.4447 3.7946
32 H 6.5774 0.8087 3.5907
33 Br -2.0188 3.5946 -0.1091
34 C -1.4721 2.1652 -1.3163
35 C -2.3853 2.0737 -2.5092
36 Br -4.0719 1.2270 -2.0383
37 H -1.4407 1.2515 -0.7312
38 H -0.4627 2.4301 -1.6237
39 H -1.9480 1.4379 -3.2775
40 H -2.6269 3.0409 -2.9400
41 Br -3.3360 -9.4761 0.6570
42 C -5.1462 -10.1470 0.4044
43 C -6.0204 -9.1310 -0.2824
44 Br -6.5664 -7.7201 0.9403
45 H -5.5155 -10.4352 1.3837
46 H -5.0349 -11.0358 -0.2141
47 H -6.9471 -9.5928 -0.6181
48 H -5.5317 -8.6490 -1.1244
49 Br -1.8997 4.8773 -5.2041
50 C -1.2008 5.5740 -3.5253
51 C -2.2073 6.4432 -2.8222
52 Br -2.3333 8.1977 -3.6555
53 H -0.2786 6.0938 -3.7624
54 H -0.9750 4.6938 -2.9230
55 H -1.8935 6.6353 -1.7984
56 H -3.2081 6.0216 -2.8186
57 Br -2.7708 -2.4332 -2.2848
58 C -3.7255 -1.8102 -3.8632
59 C -4.7740 -2.7996 -4.2956
60 Br -3.9837 -4.3296 -5.2055
61 H -2.9797 -1.6166 -4.6290
62 H -4.1854 -0.8734 -3.5650
63 H -5.4440 -2.3487 -5.0253
64 H -5.3546 -3.1915 -3.4658
65 Br 0.5115 8.0207 -0.7392
66 C 0.2233 9.9223 -1.0448
67 C -0.0483 10.6507 0.2438
68 Br -1.8617 10.3306 0.8721
69 H -0.5874 10.0055 -1.7630
70 H 1.1453 10.2805 -1.4993
71 H 0.0170 11.7264 0.0923
72 H 0.6211 10.3582 1.0471
73 Br 2.1799 5.1141 -4.7800
74 C 2.4518 5.5746 -2.9097
75 C 3.2872 4.5464 -2.1997
76 Br 2.2274 2.9586 -1.8231
77 H 1.4670 5.6896 -2.4683
78 H 2.9541 6.5401 -2.9235
79 H 3.6087 4.9209 -1.2294
80 H 4.1566 4.2251 -2.7652
81 Br 2.4683 0.3688 7.7011
82 C 4.2890 0.9063 8.1311
83 C 4.4519 1.1765 9.6033
84 Br 3.6802 2.8920 10.1035
85 H 4.5181 1.7671 7.5111
86 H 4.9119 0.0674 7.8259
87 H 5.5065 1.2519 9.8614
88 H 3.9808 0.4239 10.2280